one:
{
  "formula": "C7H13NOS2",
  "method": "wB97M-V/def2-TZVPD",
  "symbols": ["C", "C", "C", "C", "C", "C", "C", "N", "O", "S", "S", "H", "H", "H", "H", "H", "H", "H", "H", "H", "H", "H", "H", "H"],
  "coordinates": [[0.941, 0.378, -1.264], [2.165, 0.209, -1.770], [2.449, -0.973, -4.753], [-2.227, 0.247, 2.743], [0.157, -0.400, -0.291], [-1.305, -0.441, 1.775], [-0.557, 0.487, 0.791], [3.254, -0.062, -4.223], [2.135, 2.239, -3.437], [2.957, -1.962, -5.877], [3.095, 1.289, -2.967], [0.299, 1.180, -1.529], [2.838, -0.541, -1.564], [1.493, -0.924, -4.194], [-1.662, 0.923, 3.382], [-2.699, -0.427, 3.465], [-3.066, 0.806, 2.252], [0.686, -1.168, 0.353], [-0.765, -0.960, -0.637], [-0.550, -0.878, 2.521], [-1.839, -1.160, 1.089], [-1.277, 1.059, 0.207], [0.267, 1.214, 1.155], [4.272, -0.030, -4.391]],
  "homo_lumo_gap_ev": 8.91,
  "spin_multiplicity": 1,
  "charge": 0,
  "homo_ev": -8.57
}

***

two:
{
  "formula": "C7H13NOS2",
  "method": "wB97M-V/def2-TZVPD",
  "symbols": ["C", "C", "C", "C", "C", "C", "C", "H", "H", "H", "H", "H", "H", "H", "H", "H", "H", "H", "H", "H", "N", "O", "S", "S"],
  "coordinates": [[2.865, -0.547, 1.701], [2.081, 0.148, 0.738], [0.821, -0.131, -1.512], [-0.777, -0.065, -1.156], [-0.963, 0.763, 0.012], [-2.424, 1.338, 0.029], [-4.192, -0.622, -0.161], [2.348, -1.370, 2.320], [3.406, 0.059, 2.357], [3.741, -1.181, 1.261], [1.246, 0.919, 0.925], [2.776, 0.708, 0.142], [1.106, 1.016, -1.592], [1.029, -0.567, -2.573], [-1.397, 0.044, -2.031], [-1.274, -1.066, -0.796], [0.083, 1.341, 0.008], [-0.902, -0.064, 0.928], [-2.580, 2.313, -0.585], [-2.498, 1.474, 1.299], [-3.288, 0.179, -0.467], [2.754, -1.889, -0.878], [1.465, -1.213, -0.345], [-5.426, -1.587, 0.375]],
  "homo_lumo_gap_ev": 9.25,
  "spin_multiplicity": 1,
  "charge": 0,
  "homo_ev": -9.15
}

***

Question: which arrangement is favored energetically? Ranking from most to least stable: one, two.